No. 1
Below is a molecular structure, C17H19ClN4O5S7SbW at a distorted geometry, with properties calculated with the ωB97M-V functional and the def2-TZVPD basis.

CARTESIAN COORDINATES (ANGSTROEM)
W 0.589 -0.962 -0.050
Sb 0.074 -3.888 -1.232
Cl 0.082 2.089 -0.913
S 2.792 0.365 -0.198
S 2.437 -2.615 0.335
S -0.791 -2.777 0.803
S -2.225 -0.981 -1.657
S 1.235 -0.492 2.349
S 0.943 -1.796 -2.255
S -1.788 -4.365 -2.441
O -4.895 1.922 3.362
O 0.602 2.133 0.398
O 0.218 0.736 -1.434
O 0.774 2.968 -1.775
O -1.301 2.423 -0.909
N -2.477 0.920 2.338
N 3.563 -1.043 5.126
N 5.201 -3.836 2.391
N -0.920 -0.008 0.725
C -3.530 0.195 -1.178
C 5.360 -1.097 -2.946
C 3.133 -2.445 1.920
C 2.585 -1.478 2.825
C -4.894 0.800 2.502
C 3.701 0.100 -1.690
C 4.427 0.926 -3.826
C 3.624 1.049 -2.707
C 5.298 -0.145 -3.950
C -3.587 0.008 2.600
C 4.252 -3.193 2.197
C -2.471 2.073 3.215
C 4.575 -0.976 -1.816
C -1.900 -0.349 -3.322
C -1.465 0.684 1.551
C -3.817 2.788 3.073
C 3.129 -1.250 4.069
H -5.042 1.133 1.463
H -5.743 0.186 2.807
H -3.564 -0.811 1.882
H 4.378 1.679 -4.604
H -1.647 2.731 2.934
H -2.334 1.745 4.255
H -1.094 -0.958 -3.720
H -4.238 0.279 -1.997
H -3.479 -0.407 3.610
H 6.034 -1.939 -3.036
H 4.631 -1.713 -1.030
H -3.083 1.161 -0.947
H -4.021 -0.226 -0.308
H 2.934 1.875 -2.606
H -2.795 -0.468 -3.928
H -3.891 3.613 3.783
H -1.597 0.694 -3.254
H -3.909 3.175 2.046
H 5.926 -0.237 -4.828

Summary:
HOMO-LUMO gap (alpha / beta) = 5.15 / 4.83 eV
Energy = -4809.10796 a.u.
Charge = -2
Lowest unoccupied orbital energy (alpha / beta) = 3.8 / 3.5 eV
Expectation value of S² = 0.7641
HOMO (alpha / beta) = -0.0507 / -0.0489 Eh
Multiplicity = 2

---

No. 2
Below is a single C17H19FN2O4 molecule at a distorted geometry, with properties calculated with the ωB97M-V functional and the def2-TZVPD basis.

CARTESIAN COORDINATES (ANGSTROEM)
F -3.749 0.102 0.351
O 1.818 -2.694 -0.275
O 0.686 -2.344 -2.750
O -0.463 0.108 -3.019
O -0.348 -4.379 -1.987
N 0.022 0.188 0.687
N 0.747 -1.400 -1.702
C -3.546 2.609 2.974
C 1.202 -1.703 -0.366
C 2.944 -1.706 2.316
C 0.951 -0.858 0.823
C 1.652 -0.875 2.005
C -0.493 -3.161 -2.681
C -0.344 0.515 -0.602
C -1.370 1.400 -0.617
C -1.811 3.006 1.312
C -3.201 1.075 1.096
C 3.097 -1.861 3.835
C 0.133 -0.154 -1.894
C -3.945 1.546 2.164
C 0.805 -5.204 -2.128
C -2.074 1.776 0.600
C -2.478 3.446 2.527
C 4.084 -0.853 1.793
H 1.279 -0.305 2.866
H -1.698 1.711 -1.662
H 1.827 -4.757 -1.822
H 2.924 -2.679 1.899
H -0.424 0.508 1.555
H -1.402 -2.580 -2.510
H 0.986 -5.301 -3.193
H 3.919 0.191 1.996
H -2.184 4.371 3.031
H -1.084 3.644 0.912
H 2.233 -2.421 4.289
H 0.601 -6.205 -1.705
H -0.591 -3.472 -3.696
H 3.060 -0.874 4.262
H -4.113 2.827 3.910
H 4.173 -0.957 0.724
H 5.077 -1.084 2.233
H -4.873 0.900 2.369
H 3.971 -2.324 4.071

Summary:
HOMO-LUMO gap = 7.75 eV
Energy = -1169.34102 a.u.
Structure (SMILES) = COCOn1c(=O)/c(=C/c2ccccc2F)[nH]/c(=C/C(C)C)c1=O
Lowest unoccupied orbital energy = -0.2 eV
HOMO = -0.2923 Eh

---

No. 3
Below is a single C17H19IN2S molecule at a distorted geometry, with properties calculated with the ωB97M-V functional and the def2-TZVPD basis.

CARTESIAN COORDINATES (ANGSTROEM)
I -0.653 5.035 -0.808
S -1.578 -0.369 -1.199
N -1.563 -1.350 1.965
N 4.196 0.150 -1.012
C 3.518 1.120 -0.119
C 1.059 0.910 -1.939
C 2.196 0.488 0.446
C -2.927 -1.108 -0.248
C 2.024 -0.013 1.807
C -3.909 -2.108 1.801
C -0.234 -0.237 0.005
C 0.100 2.985 -0.583
C 0.203 2.278 -1.983
C 0.770 -0.591 2.249
C -2.737 -1.484 1.143
C 4.521 -1.120 -0.311
C -5.180 -2.295 1.117
C -0.405 -0.737 1.363
C -4.211 -1.296 -0.945
C 1.027 0.382 -0.458
C -5.378 -1.874 -0.272
H 3.609 -1.776 -0.257
H -3.816 -2.450 2.861
H 2.904 0.092 2.494
H 1.105 3.100 -0.088
H 5.287 -1.659 -0.938
H -1.836 -0.722 2.734
H 0.724 2.964 -2.705
H 3.584 -0.112 -1.789
H 4.177 1.489 0.706
H 4.945 -0.894 0.708
H 0.698 -0.931 3.310
H 0.602 0.151 -2.627
H -4.313 -0.973 -2.013
H 3.214 1.982 -0.772
H -0.840 2.036 -2.313
H -6.334 -1.965 -0.833
H -0.600 2.490 0.132
H 2.083 1.170 -2.294
H -6.033 -2.757 1.666

Summary:
HOMO-LUMO gap = 8.10 eV
Energy = -1464.50035 a.u.
Structure (SMILES) = CNCc1ccc2c(c1CCCI)Sc1ccccc1N2
Lowest unoccupied orbital energy = 0.5 eV
HOMO = -0.2803 Eh

---

No. 4
Below is a molecular structure, C17H19N3O3 at a distorted geometry, with properties calculated with the ωB97M-V functional and the def2-TZVPD basis.

CARTESIAN COORDINATES (ANGSTROEM)
O -1.965 -0.510 2.785
O 2.673 -1.335 3.217
O 0.244 1.643 1.269
N 2.269 0.604 0.723
N -1.020 1.087 -0.832
N 0.944 0.069 3.392
C -1.202 0.556 -3.069
C -1.856 -2.114 1.168
C 0.929 1.084 0.609
C -0.651 -1.962 2.098
C 0.772 0.407 -4.461
C -2.594 -1.091 1.761
C -1.172 -0.040 -5.615
C 0.277 0.716 -3.127
C -1.895 -0.190 -4.350
C 0.280 -0.917 4.019
C -1.987 0.539 -1.835
C 2.833 0.782 2.122
C 0.403 0.220 -5.619
C 0.166 0.651 -0.682
C 2.197 -0.319 2.872
C 1.048 1.052 -2.005
C -0.794 -1.163 3.054
H 1.245 1.936 -1.943
H 0.127 -0.552 -0.677
H -1.642 1.338 0.189
H 0.688 0.946 3.087
H 1.928 0.414 -2.012
H -2.158 -2.691 0.381
H 0.674 -1.817 4.446
H 0.267 -2.891 1.814
H -2.737 0.948 -2.064
H -3.081 -0.084 -4.294
H 1.943 0.646 -4.498
H 2.348 -0.189 0.298
H 0.886 0.084 -6.523
H -1.623 -0.265 -6.404
H -0.569 -0.336 4.898
H -2.263 -0.256 -1.510
H 3.901 0.636 1.834
H -3.722 -0.587 1.524
H 2.570 1.874 2.563

Summary:
HOMO-LUMO gap = 8.87 eV
Energy = -1048.63439 a.u.
Lowest unoccupied orbital energy = 0.7 eV
HOMO = -0.3004 Eh

---

No. 5
Below is a single C17H19N3O3 molecule, with properties calculated with the ωB97M-V functional and the def2-TZVPD basis.

CARTESIAN COORDINATES (ANGSTROEM)
O 1.114 -1.955 0.389
O 4.792 0.933 -0.616
O 3.576 -1.628 -0.623
N -5.878 0.783 -1.562
N -1.364 0.339 0.222
N -7.076 0.364 -1.112
C 4.978 -1.768 -0.552
C -2.727 0.185 0.282
C 5.410 2.193 -0.532
C 1.526 1.620 0.943
C 3.537 0.779 -0.087
C 1.671 -0.697 0.367
C -0.475 0.148 1.352
C -4.693 -0.719 1.404
C -6.865 -0.247 0.025
C 0.940 0.368 0.894
C 2.974 -0.510 -0.117
C -3.504 0.670 -0.765
C -5.487 -0.244 0.358
C 2.805 1.824 0.461
C 0.756 -2.480 -0.875
C -3.341 -0.503 1.357
C -4.872 0.445 -0.716
H -3.051 1.200 -1.590
H 0.376 -3.482 -0.684
H -5.139 -1.245 2.235
H 5.523 2.520 0.506
H 4.858 2.952 -1.096
H 1.616 -2.534 -1.545
H 0.977 2.452 1.359
H -0.032 -1.872 -1.335
H -0.716 0.839 2.174
H 5.360 -1.476 0.429
H -2.722 -0.866 2.161
H -7.684 -0.669 0.574
H -1.041 1.022 -0.448
H 5.483 -1.185 -1.325
H -5.819 1.280 -2.435
H 6.395 2.063 -0.978
H 3.226 2.815 0.504
H -0.575 -0.880 1.709
H 5.168 -2.830 -0.712

Summary:
HOMO-LUMO gap = 8.15 eV
Energy = -1049.13663 a.u.
Structure (SMILES) = COc1ccc(CNc2ccc3cn[nH]c3c2)c(OC)c1OC
Lowest unoccupied orbital energy = 0.7 eV
HOMO = -0.2744 Eh

---

No. 6
Below is a single C17H19N3O3S2 molecule at a distorted geometry, with properties calculated with the ωB97M-V functional and the def2-TZVPD basis.

CARTESIAN COORDINATES (ANGSTROEM)
S 4.164 0.413 -0.082
S -4.364 -0.584 0.085
O -5.064 -0.947 1.325
O 2.737 -2.037 2.561
O -4.573 0.805 -0.306
N 2.240 -1.376 0.436
N 1.343 -2.503 0.256
N -5.138 -1.486 -1.046
C -0.532 -1.594 -1.045
C 2.999 -1.296 1.604
C -0.771 -2.175 1.302
C 1.340 1.168 -2.084
C 0.308 2.069 -2.384
C 0.789 1.195 0.237
C -1.826 -1.037 -1.049
C 4.205 -0.360 1.566
C -0.001 -2.159 0.130
C 1.595 0.679 -0.804
C -1.663 3.500 -1.676
C -0.271 2.067 -0.061
C 2.633 -0.424 -0.606
C -2.635 -1.113 0.121
C 4.067 0.715 2.649
C -0.514 2.549 -1.364
C -2.102 -1.711 1.295
H 5.125 -0.961 1.705
H 1.882 0.726 -2.885
H -2.717 -1.784 2.188
H -2.227 -0.610 -1.975
H -5.325 -2.384 -0.618
H -5.987 -1.003 -1.246
H 0.060 -1.502 -1.939
H 4.900 1.402 2.636
H 1.484 -3.168 1.028
H -1.799 4.322 -0.971
H 0.132 2.350 -3.421
H -2.597 2.959 -1.726
H -0.386 -2.494 2.245
H 0.957 0.870 1.253
H 4.016 0.249 3.650
H 2.786 -1.001 -1.530
H -0.916 2.430 0.747
H -1.516 3.960 -2.675
H 3.164 1.283 2.476

Summary:
HOMO-LUMO gap = 8.81 eV
Energy = -1845.52638 a.u.
Structure (SMILES) = Cc1ccc([C@H]2S[C@@H](C)C(=O)N2Nc2ccc(S(N)(=O)=O)cc2)cc1
Lowest unoccupied orbital energy = 0.1 eV
HOMO = -0.3206 Eh

---

No. 7
Below is a single C17H19N5O3 molecule at a distorted geometry, with properties calculated with the ωB97M-V functional and the def2-TZVPD basis.

CARTESIAN COORDINATES (ANGSTROEM)
O -5.643 -3.092 -0.744
O 2.145 0.405 1.891
O -5.546 -2.830 1.391
N 3.202 0.096 -0.102
N 0.839 2.443 0.002
N 4.237 -1.631 -1.143
N -1.912 1.921 -0.465
N -5.249 -2.511 0.253
C -1.472 2.762 0.626
C 4.659 -2.881 -1.212
C 3.338 -2.086 1.030
C 2.534 0.836 0.828
C -3.049 0.362 1.012
C 3.788 -3.391 0.940
C -4.058 -0.960 -1.207
C -3.226 0.117 -1.376
C -3.880 -0.717 1.183
C 4.462 -3.806 -0.199
C -0.087 2.335 1.118
C 0.417 1.591 -1.095
C 2.233 2.266 0.374
C -0.978 2.025 -1.564
C -4.392 -1.392 0.076
C 3.592 -1.241 -0.048
C -2.690 0.813 -0.273
H -0.939 3.070 -1.887
H 5.177 -3.144 -2.125
H -0.132 1.311 1.521
H -2.198 2.756 1.436
H -4.138 -1.067 2.171
H -2.652 0.841 1.891
H 2.852 2.552 -0.481
H -4.472 -1.481 -2.057
H 3.612 -4.079 1.755
H 3.492 0.537 -0.966
H 0.375 0.526 -0.807
H 2.813 -1.723 1.897
H 2.441 2.943 1.206
H 1.126 1.702 -1.919
H -1.401 3.783 0.237
H 0.249 3.004 1.912
H -3.011 0.445 -2.380
H -1.282 1.406 -2.404
H 4.825 -4.816 -0.299

Summary:
HOMO-LUMO gap = 8.08 eV
Energy = -1158.64061 a.u.
Structure (SMILES) = O=C(CN1CCN(c2ccc([N+](=O)[O-])cc2)CC1)Nc1ccccn1
Lowest unoccupied orbital energy = -0.1 eV
HOMO = -0.2996 Eh

---

No. 8
Below is a single C17H19N5O3S molecule at a distorted geometry, with properties calculated with the ωB97M-V functional and the def2-TZVPD basis.

CARTESIAN COORDINATES (ANGSTROEM)
S 1.605 -1.841 -2.249
O -3.803 -3.114 0.400
O -1.958 -1.743 -3.869
O 1.747 -0.253 2.232
N -0.137 0.203 -1.866
N -0.240 1.312 -1.124
N -1.261 -2.599 -1.879
N -2.507 -3.169 0.003
N 1.682 0.373 -0.637
C 1.092 2.504 0.556
C 2.872 -0.030 0.057
C 0.381 -2.032 -3.572
C 2.283 3.225 0.515
C 0.830 1.423 -0.384
C 0.999 -0.359 -1.565
C 1.550 4.549 2.376
C -6.008 -2.425 -0.355
C 0.122 2.831 1.499
C 2.508 4.243 1.424
C -4.552 -2.580 -0.582
C 0.356 3.848 2.406
C 2.517 -0.917 1.266
C 2.476 0.564 3.116
C -2.463 -2.673 -1.212
C -1.076 -2.077 -3.119
C -3.754 -2.277 -1.647
H -6.474 -2.007 -1.241
H 2.938 1.419 2.611
H 3.020 3.013 -0.248
H 0.634 -2.970 -4.071
H 3.503 -0.597 -0.633
H 1.904 -1.757 0.925
H 3.446 -1.309 1.703
H -4.007 -1.839 -2.587
H 3.406 0.861 0.393
H -0.457 -2.874 -1.329
H 0.494 -1.209 -4.277
H 3.432 4.800 1.386
H 1.732 5.341 3.087
H -6.457 -3.390 -0.127
H 1.758 0.935 3.844
H -6.186 -1.764 0.493
H -0.397 4.095 3.140
H -0.802 2.277 1.509
H 3.254 -0.013 3.630

Summary:
HOMO-LUMO gap = 9.03 eV
Energy = -1556.85945 a.u.
Structure (SMILES) = COCCn1c(SCC(=O)Nc2cc(C)on2)nnc1-c1ccccc1
Lowest unoccupied orbital energy = 0.4 eV
HOMO = -0.3156 Eh

---

No. 9
Below is a single C17H19NO3 molecule, with properties calculated with the ωB97M-V functional and the def2-TZVPD basis.

CARTESIAN COORDINATES (ANGSTROEM)
O -2.719 2.104 -1.133
O -4.180 0.430 0.739
O 5.155 1.956 1.289
N 1.324 -2.376 -1.066
C -0.392 -0.626 -0.692
C -1.018 0.546 -1.087
C 0.986 -0.961 -1.215
C -1.044 -1.468 0.199
C 4.409 0.443 -0.430
C -0.434 -2.774 0.635
C 2.075 -0.148 -0.536
C 3.371 -0.249 -1.024
C -2.935 0.064 0.278
C -2.304 -1.108 0.664
C 2.871 1.356 1.169
C -3.963 2.647 -0.757
C -2.274 0.918 -0.626
C 4.164 1.254 0.672
C 1.840 0.657 0.570
C 1.057 -2.828 0.285
C -4.837 -0.413 1.649
H -4.793 1.995 -1.038
H 1.624 -2.182 0.961
H -5.039 -1.399 1.218
H 0.841 0.745 0.970
H -0.525 1.216 -1.774
H -4.011 2.849 0.315
H 3.565 -0.886 -1.873
H -2.793 -1.778 1.353
H 5.994 1.793 0.842
H -0.956 -3.592 0.125
H 1.023 -0.733 -2.288
H -0.575 -2.916 1.708
H -5.783 0.081 1.870
H -4.267 -0.531 2.577
H 2.692 1.985 2.027
H -4.038 3.586 -1.307
H 5.415 0.356 -0.821
H 0.770 -2.926 -1.717
H 1.435 -3.849 0.388

Summary:
HOMO-LUMO gap = 8.63 eV
Energy = -939.64939 a.u.
Structure (SMILES) = COc1cc2c(cc1OC)[C@@H](c1ccc(O)cc1)NCC2
Lowest unoccupied orbital energy = 0.8 eV
HOMO = -0.2884 Eh

---

No. 10
Below is a molecular structure, C17H19NO3 at a distorted geometry, with properties calculated with the ωB97M-V functional and the def2-TZVPD basis.

CARTESIAN COORDINATES (ANGSTROEM)
O -1.346 1.093 2.774
O 2.992 -0.143 1.375
O 0.695 -1.776 0.514
N 0.553 1.637 1.344
C 1.467 1.352 2.336
C -1.238 1.753 -1.045
C 1.709 -0.242 -2.491
C -1.744 1.325 -2.163
C -3.026 -0.375 -1.138
C 3.200 0.674 -0.923
C -0.218 -2.791 0.231
C -1.490 0.914 0.292
C 2.818 0.408 -2.060
C 1.375 -0.991 -0.308
C 2.579 -0.124 0.037
C -2.530 -0.027 0.051
C -0.726 1.083 1.564
C 0.984 -0.813 -1.499
C 2.235 -0.030 2.245
C -2.706 0.572 -2.211
C -2.960 -0.887 1.342
H 4.034 1.150 -0.498
H -1.520 1.942 -2.967
H 2.766 0.060 3.478
H -3.174 0.163 -3.099
H -3.649 -0.018 1.982
H -0.390 2.502 -0.980
H -2.138 -0.861 1.758
H 0.961 1.583 0.426
H 0.158 -1.848 -1.967
H 0.940 1.570 3.480
H -0.598 -3.228 1.125
H 1.513 -0.682 2.367
H -3.941 -0.928 -1.306
H 2.211 2.156 2.278
H -0.913 -2.310 -0.283
H -3.690 -1.509 1.262
H 3.258 1.113 -3.138
H 0.242 -3.448 -0.547
H 1.309 -0.021 -3.638

Summary:
HOMO-LUMO gap = 8.13 eV
Energy = -939.13551 a.u.
Lowest unoccupied orbital energy = -0.1 eV
HOMO = -0.3041 Eh

---

No. 11
Below is a single C17H19NO4 molecule, with properties calculated with the ωB97M-V functional and the def2-TZVPD basis.

CARTESIAN COORDINATES (ANGSTROEM)
O 2.201 1.003 4.197
O -0.736 -2.059 -2.402
O 3.115 -1.249 0.096
O -3.818 0.969 -5.024
N -0.521 -0.859 -0.500
C -1.127 -1.167 -1.678
C -4.522 1.220 -2.702
C -2.318 -0.323 -1.996
C 0.686 -1.516 -0.068
C -4.272 0.915 -1.373
C 1.947 -0.747 -0.507
C -2.575 -0.042 -3.327
C 4.158 -0.448 4.035
C 2.636 -0.101 2.197
C 4.531 -1.550 1.926
C 3.021 0.152 3.515
C -3.178 0.155 -1.009
C -4.913 1.736 -5.462
C 3.385 -0.949 1.397
C -3.672 0.739 -3.693
C 4.902 -1.296 3.226
C 2.525 1.322 5.528
H -0.796 -0.020 -0.016
H 0.698 -2.511 -0.519
H -4.826 1.780 -6.546
H 2.518 0.433 6.167
H -5.382 1.822 -2.950
H 5.788 -1.763 3.629
H 2.097 -0.879 -1.581
H -4.948 1.281 -0.615
H 1.747 0.396 1.848
H -1.923 -0.429 -4.093
H 1.828 0.326 -0.302
H 0.675 -1.617 1.021
H 1.751 2.011 5.863
H -3.018 -0.092 0.030
H 3.500 1.813 5.598
H 5.106 -2.206 1.293
H 4.474 -0.270 5.050
H -4.879 2.753 -5.056
H -5.865 1.268 -5.194

Summary:
HOMO-LUMO gap = 9.00 eV
Energy = -1014.90318 a.u.
Structure (SMILES) = COc1cccc(OCCNC(=O)c2cccc(OC)c2)c1
Lowest unoccupied orbital energy = 0.6 eV
HOMO = -0.3073 Eh